Here is a molecular structure, C48H63GeN2P2PdSi3Te from the Open Molecules 2025 dataset. Energies are from ωB97M-V with the def2-TZVPD basis set.

The geometry in XYZ format:
```
121
C48H63GeN2P2PdSi3Te (ωB97M-V with the def2-TZVPD basis set)
Te 0.06743 -4.23279 -1.24918
Pd 0.46418 0.89006 0.07276
Ge 0.01997 0.96878 2.46392
P -1.30784 -1.18549 -0.44903
P 1.50589 -1.20789 -0.45064
Si 1.41892 2.83615 3.09640
Si -2.27708 0.97882 3.20399
Si 0.94775 -0.84296 3.74454
N 1.22743 3.26653 -3.24545
N -2.44281 -3.84951 -5.46664
C 2.73929 -2.27372 0.40409
C -5.17333 -2.56768 -0.44014
C 4.09771 -1.95416 0.38909
C 4.07415 -0.42625 -4.21637
C -3.63500 1.49745 2.01054
C -1.11450 -3.91980 -5.45395
C -4.04145 -1.82665 -0.74710
C -2.80853 -0.74316 3.74395
C -5.10076 -3.61458 0.46797
C -2.31288 2.12221 4.69992
C -2.82268 -2.12748 -0.14252
C 4.23898 0.32847 -3.06334
C -1.27752 3.46146 0.83430
C 0.17143 -2.50463 3.31284
C 5.02144 -2.74044 1.05684
C 0.06365 -2.20080 -0.72600
C 1.95845 2.68874 4.89590
C -0.47302 2.71512 -0.02441
C 0.42676 2.42895 -2.38063
C -2.40675 -4.08766 -3.07992
C 2.82047 -0.89548 3.58242
C -3.06458 -3.94212 -4.29402
C 3.41589 0.10790 -1.96988
C 3.26397 -4.20141 1.76825
C 2.33980 -3.40565 1.10389
C -0.32480 3.21475 -1.32903
C -1.91527 4.62881 0.43811
C 2.38582 3.80185 -2.55717
C 2.44624 -0.89544 -1.99506
C -1.01923 -4.11724 -3.07064
C -1.75146 5.10216 -0.85422
C -0.94828 4.39247 -1.73055
C 2.95403 2.71501 2.01200
C 1.57318 2.59439 -4.48402
C 0.57614 -0.56304 5.57594
C -3.89158 -3.91252 1.08457
C 3.07874 -1.39104 -4.26960
C -1.81668 -0.04625 -4.35121
C -1.74450 -0.22432 -1.94474
C 4.60834 -3.87097 1.74988
C -0.36249 -4.05423 -4.29444
C -1.37107 -0.68845 -3.20466
C 2.27560 -1.62872 -3.16257
C -2.99076 1.55587 -2.99481
C -2.63337 1.07206 -4.24712
C -2.54696 0.91215 -1.84936
C 0.72406 4.57466 2.93098
C -2.76326 -3.16516 0.79165
H -0.49353 -0.57132 5.78891
H -1.82471 -3.39591 1.27833
H 2.50824 1.76969 5.09629
H 1.10466 2.72936 5.57604
H 3.26684 -0.09210 4.17245
H 1.36943 5.25034 3.50028
H -0.08964 -2.56304 2.25720
H 3.21845 -1.84435 3.95201
H 4.45076 -1.08453 -0.15065
H -3.60927 0.90429 1.09406
H 2.92503 -5.08137 2.30075
H 2.18856 1.69661 -4.33244
H 4.99301 1.10456 -3.02382
H -4.14804 -3.89653 -4.32155
H -0.28710 4.66750 3.33050
H -3.62076 2.54978 1.73589
H 0.85938 -3.32049 3.54617
H -0.79400 4.74030 -2.74489
H 2.61381 3.53016 5.13777
H 1.06264 1.63805 -1.90840
H 0.71692 -4.10664 -4.35675
H 0.70495 4.90832 1.89459
H 0.98405 0.37589 5.94742
H -1.52933 -0.42601 -5.32377
H 4.70836 -0.25065 -5.07575
H -3.29625 2.10326 5.17759
H -0.29140 1.89130 -3.00218
H -6.11373 -2.32855 -0.91984
H -2.24063 6.01367 -1.17446
H -2.52979 5.17266 1.14670
H 2.12250 3.28201 -5.12927
H 1.29472 -3.67032 1.15171
H -5.98518 -4.19404 0.69907
H 2.91223 4.50218 -3.20674
H -3.83645 -0.68603 4.11427
H -0.74170 -1.56126 -3.28641
H -1.56899 1.83140 5.44525
H 2.06480 4.33756 -1.66287
H 3.09360 3.01483 -2.25031
H -2.79713 -1.44011 2.90344
H 1.03256 -1.37405 6.15205
H 3.49004 1.77945 2.18886
H -4.58791 1.28596 2.50608
H -0.62209 -3.86395 -6.41918
H 1.51985 -2.39971 -3.19971
H 0.65957 2.29696 -5.00177
H 2.67550 2.75277 0.95479
H 3.52340 0.72670 -1.08330
H 6.06935 -2.47049 1.03192
H -2.80784 1.31024 -0.87640
H -2.98388 1.57399 -5.14002
H -2.10180 3.15343 4.40580
H 3.63628 3.54510 2.21585
H -3.82855 -4.72403 1.79769
H -3.60320 2.44375 -2.90734
H -1.40400 3.15482 1.86353
H -0.73906 -2.65438 3.89224
H -2.19340 -1.15791 4.53926
H 3.15154 -0.77381 2.55141
H 5.33039 -4.48805 2.26852
H -2.97569 -4.16507 -2.16339
H -4.10696 -1.02938 -1.47642
H 2.93334 -1.96992 -5.17335
```

- Lowest unoccupied orbital energy (alpha / beta): -0.175 / -1.822 eV
- Kohn-Sham gap (alpha / beta): 0.252 / 0.204 Eh
- Multiplicity: 2
- Energy relative to the best compared isomer or geometry (same formula, charge and spin): 11.18 kJ/mol
- Strongest force on any atom: 0.8 eV/Å
- HOMO (alpha / beta): -0.259 / -0.271 Ha
- E: -163279.4799 eV